1.
Molecular formula: C27H42BN9O8SSe3TeY
Method: DFT, ωB97M-V with the def2-TZVPD basis set

Summary:
- highest occupied orbital energy (eV) = -3.69
- gap between HOMO and LUMO (eV) = 5.63
- energy above the lowest of the compared OMol25 structures with the same formula, charge and spin (eV) = 2.577
- multiplicity = 1
- net charge = -1

Positions of all 93 atoms, in Å:
Y 0.1899 0.5106 1.4851
Se -1.7900 2.5427 2.5619
Se -1.6231 3.1218 4.8140
Te 0.8895 3.2585 5.0667
Se 1.4149 1.0973 3.9186
C -1.2875 -0.8476 4.6710
C -2.1550 -1.8364 5.4996
N -2.9972 -2.6627 4.6235
C -2.1219 -3.4554 3.7573
C -1.1395 -2.5380 2.9828
N -1.4684 -1.1165 3.2291
C -2.8862 -0.8924 2.8864
C -3.7993 -1.7716 3.7814
H -0.2323 -0.9432 4.9058
H -1.5671 0.1889 4.8545
H -2.8069 -1.2997 6.1919
H -1.5291 -2.5117 6.0874
H -2.7571 -4.0227 3.0710
H -1.5831 -4.1728 4.3804
H -1.1847 -2.7194 1.9117
H -0.1109 -2.6937 3.3058
H -3.0124 -1.1291 1.8273
H -3.0963 0.1662 3.0133
H -4.4759 -2.3857 3.1810
H -4.4098 -1.1499 4.4398
O 3.0880 1.5298 -5.9539
C 4.0470 0.7432 -5.2818
N 3.4638 0.0464 -4.1552
C 3.8814 -1.1875 -3.7818
O 4.7496 -1.7930 -4.3940
C 3.1848 -1.7941 -2.6004
C 3.2624 -3.1678 -2.4213
C 2.6114 -3.7420 -1.3474
C 1.8731 -2.9223 -0.5045
N 1.8039 -1.6024 -0.6529
C 2.4746 -1.0539 -1.6617
H 2.8434 2.2604 -5.3740
H 4.8889 1.3601 -4.9574
H 4.4124 -0.0049 -5.9764
H 2.7268 0.5044 -3.6459
H 3.8334 -3.7536 -3.1307
H 2.6693 -4.8062 -1.1611
H 1.3050 -3.3281 0.3259
H 2.4672 0.0300 -1.6762
N 0.3041 1.5696 -2.3372
C 1.1581 2.3690 -1.6320
N 1.3697 2.3174 -0.3611
C 2.3551 3.2363 0.0281
C 2.7810 3.4593 1.3318
C 3.7581 4.4143 1.5585
C 4.3145 5.1483 0.5097
C 3.8872 4.9470 -0.7937
C 2.9054 3.9913 -1.0114
S 2.1399 3.5377 -2.5109
H -0.4257 1.1358 -1.7696
H -0.0618 1.9777 -3.1832
H 2.3676 2.8766 2.1513
H 4.0915 4.5841 2.5746
H 5.0819 5.8858 0.7097
H 4.2990 5.5219 -1.6139
N -2.2626 4.8287 -1.3343
C -1.4660 4.1429 -0.4247
N -0.7183 4.9136 0.4147
O -1.3851 2.9273 -0.4568
H -2.5932 5.7423 -1.0722
H -2.9588 4.2389 -1.7590
H -1.0093 5.8579 0.5996
H -0.3991 4.4013 1.2315
C -2.0630 -0.9624 -3.3250
C -2.5508 -1.1478 -1.8919
C -4.0599 -0.9596 -1.8533
O -1.9605 -0.0952 -1.1086
B -1.1146 -0.5866 -0.0968
O -1.1487 -1.9897 -0.1794
C -2.0399 -2.4652 -1.2003
C -1.2448 -3.3891 -2.1123
C -3.1293 -3.2764 -0.5076
H -2.3926 0.0188 -3.6750
H -2.4729 -1.7216 -3.9958
H -0.9733 -0.9939 -3.3787
H -4.3090 -0.0052 -2.3208
H -4.4298 -0.9336 -0.8289
H -4.5710 -1.7568 -2.3992
H -0.3702 -2.8869 -2.5261
H -1.8641 -3.7633 -2.9317
H -0.8939 -4.2438 -1.5301
H -3.6680 -2.6757 0.2255
H -2.6566 -4.1053 0.0232
H -3.8453 -3.6882 -1.2230
O 3.6375 -0.9183 2.4846
N 2.5804 -0.6119 2.0034
O 2.4663 0.3392 1.1620
O 1.4938 -1.2626 2.2395

---

2.
Molecular formula: C27H42N2O10S4
Method: DFT, ωB97M-V with the def2-TZVPD basis set

Summary:
- highest occupied orbital energy (eV) = -8.08
- gap between HOMO and LUMO (eV) = 8.59
- energy above the lowest of the compared OMol25 structures with the same formula, charge and spin (eV) = 0.000
- multiplicity = 1

Positions of all 85 atoms, in Å:
O 3.3478 4.6494 -1.7897
S 2.4388 3.7533 -2.4219
O 2.3358 3.7612 -3.8344
O 2.6695 2.2916 -1.8764
C 1.7867 1.9786 -0.7214
C 0.9462 0.7826 -1.1795
C 0.9749 -0.3384 -0.1259
C 2.2180 -1.2036 -0.2823
C 2.5960 -1.9406 1.0056
N 2.7481 -0.9991 2.1003
C 3.7172 -0.0437 2.1805
C 3.5002 0.7020 3.3194
C 2.3550 0.1644 3.9491
C 1.9128 -0.8854 3.1774
C 1.1212 3.3315 -0.4728
C -0.0602 3.4834 0.4385
C -1.0300 2.5107 0.6755
C -2.0362 2.8096 1.5800
C -2.0540 4.0412 2.2133
N -1.1429 4.9856 1.9875
C -0.1863 4.6936 1.1196
O 0.9750 3.9087 -1.7946
H 2.4476 1.7077 0.1011
H 1.4129 0.4151 -2.0936
H -0.0712 1.0621 -1.4451
H 0.0689 -0.9319 -0.1964
H 0.9497 0.1442 0.8569
H 3.0615 -0.5766 -0.5880
H 2.0322 -1.9295 -1.0788
H 3.5351 -2.4739 0.8514
H 1.8099 -2.6456 1.2717
H 4.4956 0.0641 1.4422
H 4.0875 1.5353 3.6668
H 1.8956 0.5169 4.8554
H 1.0634 -1.5274 3.3402
H 1.9021 3.9350 0.0078
H -1.0047 1.5502 0.1886
H -2.8115 2.0858 1.7945
H -2.8355 4.2568 2.9321
H 0.5551 5.4666 0.9349
C -0.2785 -3.7663 -5.1463
C 0.4795 -2.4333 -5.1039
C -0.3729 -1.4475 -4.2956
S -1.3220 -2.4442 -3.1420
O -2.7225 -2.3365 -3.4716
O -0.8618 -2.2139 -1.7900
C -0.7316 -4.0343 -3.7146
H 0.3444 -4.5766 -5.5223
H -1.1480 -3.6781 -5.8011
H 1.4457 -2.5784 -4.6151
H 0.6717 -2.0457 -6.1027
H 0.2311 -0.7412 -3.7328
H -1.0792 -0.9117 -4.9280
H -1.5377 -4.7595 -3.6314
H 0.1026 -4.3223 -3.0750
C 2.0552 -1.1596 10.1206
C 2.9548 -2.0849 9.2895
C 2.5946 -1.8700 7.8146
S 1.9936 -0.1782 7.6877
O 0.6029 -0.2070 7.3102
O 2.9441 0.6286 6.9704
C 2.1119 0.2011 9.4352
H 2.3852 -1.0963 11.1565
H 1.0297 -1.5350 10.1168
H 4.0012 -1.8222 9.4563
H 2.8304 -3.1293 9.5719
H 3.4472 -1.9776 7.1488
H 1.7865 -2.5235 7.4920
H 1.2977 0.8694 9.7055
H 3.0717 0.6911 9.5949
C -6.3850 0.7922 -6.7724
C -6.2549 0.1255 -5.3957
C -5.1309 -0.9141 -5.4909
S -4.0106 -0.3138 -6.7621
O -4.0234 -1.2338 -7.8715
O -2.7680 0.1002 -6.1567
C -4.9633 1.1365 -7.2034
H -7.0134 1.6809 -6.7360
H -6.8302 0.0942 -7.4846
H -5.9974 0.8794 -4.6492
H -7.1882 -0.3399 -5.0826
H -4.5741 -1.0253 -4.5634
H -5.5000 -1.8845 -5.8167
H -4.8523 1.3192 -8.2696
H -4.5633 1.9744 -6.6332

---

3.
Molecular formula: C27H42N4O2PSSc
Method: DFT, ωB97M-V with the def2-TZVPD basis set

Summary:
- highest occupied orbital energy (eV) = -12.56
- gap between HOMO and LUMO (eV) = 7.48
- energy above the lowest of the compared OMol25 structures with the same formula, charge and spin (eV) = 0.537
- multiplicity = 1
- net charge = +2

Positions of all 78 atoms, in Å:
Sc 0.6523 -0.4144 0.3111
N 4.1873 -3.0946 3.5085
C 2.8237 -2.4960 3.2892
C 2.9905 -1.4954 2.1477
O 4.0823 -1.3728 1.6340
O 1.9086 -0.8862 1.8299
H 4.2026 -4.1046 3.3579
H 4.5585 -2.9064 4.4415
H 4.8012 -2.6356 2.8006
H 2.4865 -2.0148 4.2034
H 2.1278 -3.2844 3.0093
C -3.5517 0.3061 3.4214
C -4.0213 0.7131 2.1781
C -3.3294 0.4089 1.0190
C -2.1494 -0.3384 1.0891
C -1.6978 -0.7699 2.3383
C -2.3841 -0.4330 3.4999
N -1.3037 -0.5592 -0.0122
C -1.7628 -0.8668 -1.3074
C -0.8530 -0.7372 -2.3602
C -1.2164 -1.0072 -3.6678
C -2.5137 -1.4178 -3.9542
C -3.4172 -1.5702 -2.9145
C -3.0543 -1.3026 -1.6006
H -4.1003 0.5580 4.3169
H -4.9347 1.2867 2.1144
H -3.6881 0.7750 0.0670
H -0.8170 -1.4140 2.4106
H -2.0129 -0.7668 4.4585
H 0.1789 -0.4228 -2.1785
H -0.4961 -0.8764 -4.4645
H -2.8165 -1.6086 -4.9732
H -4.4279 -1.8930 -3.1208
H -3.7845 -1.4221 -0.8115
C 0.7823 4.5027 0.8983
C 1.1062 3.0107 0.9747
C 0.1379 2.2881 1.9125
P 1.2465 2.0872 -0.6211
C 2.9763 2.2831 -1.2099
C 3.5755 3.6760 -1.0012
C 3.8626 1.2185 -0.5606
C 0.1152 2.7045 -1.9358
C 0.5041 4.0419 -2.5701
C -1.3465 2.7112 -1.4846
H 0.8303 4.9337 1.8983
H -0.2234 4.6760 0.5203
H 1.4820 5.0499 0.2708
H 2.1152 2.9038 1.3971
H -0.8758 2.2202 1.5083
H 0.0743 2.8019 2.8733
H 0.4845 1.2727 2.1784
H 2.9190 2.0728 -2.2857
H 3.6751 3.9015 0.0595
H 2.9925 4.4679 -1.4665
H 4.5785 3.7082 -1.4267
H 3.9133 1.3475 0.5231
H 4.8788 1.2965 -0.9443
H 3.5216 0.1916 -0.7532
H 0.2213 1.9277 -2.7055
H 0.5162 4.8498 -1.8407
H -0.2330 4.3019 -3.3300
H 1.4766 4.0016 -3.0583
H -1.5694 3.5972 -0.8924
H -1.6144 1.8313 -0.8975
H -1.9919 2.7374 -2.3621
C -1.6614 -4.1395 1.0773
N -1.3938 -4.1846 -0.3503
C -2.2370 -4.7683 -1.2734
C -1.6639 -4.6314 -2.4883
N -0.4803 -3.9671 -2.2840
C -0.3204 -3.6860 -0.9824
S 1.0811 -2.9529 -0.2904
H -2.5513 -3.5390 1.2601
H -0.8053 -3.6773 1.5620
H -1.8010 -5.1533 1.4475
H -3.1599 -5.2272 -0.9757
H -1.9876 -4.9395 -3.4627
H 0.1820 -3.6857 -2.9894

---

4.
Molecular formula: C27H43BClIO26P
Method: DFT, ωB97M-V with the def2-TZVPD basis set

Summary:
- highest occupied orbital energy (eV) = -4.06
- gap between HOMO and LUMO (eV) = 5.87
- multiplicity = 1
- net charge = -1

Positions of all 100 atoms, in Å:
O 2.6551 1.0357 -0.7122
B 2.2585 2.3455 -0.9061
O 2.4193 2.8808 -2.2013
P 1.5079 3.5096 0.5095
Cl 3.6443 3.3786 1.5081
C -0.2095 3.6236 -0.3248
C -0.8977 2.3293 -0.8024
C -1.0566 1.2777 0.2978
I -2.6051 -0.1349 -0.1886
H 3.0910 0.7043 -1.5127
H 3.3422 3.1238 -2.3523
H 1.1358 2.3908 1.3442
H 1.1665 4.4263 1.5780
H 2.0095 4.6676 -0.2717
H -0.0738 4.2927 -1.2016
H -0.9141 4.1446 0.3599
H -0.3904 1.8981 -1.6923
H -1.9245 2.5835 -1.1442
H -1.3051 1.7281 1.2714
H -0.1609 0.6488 0.4346
C 1.7703 1.2237 4.0609
C 1.4316 0.0585 4.9732
O 0.0944 0.3634 5.3941
C -0.4586 1.1959 4.4778
O -1.6177 1.4964 4.4610
O 0.4580 1.5874 3.5830
H 2.4091 0.9612 3.2224
H 2.2029 2.0765 4.5841
H 1.4307 -0.8798 4.4198
H 2.0719 -0.0316 5.8465
C 4.2710 0.1107 8.4682
C 4.9997 1.0148 9.4475
O 5.2209 2.1894 8.6690
C 4.2974 2.2328 7.6705
O 4.1047 3.1632 6.9574
O 3.6230 1.0537 7.6164
H 3.5265 -0.5334 8.9291
H 4.9563 -0.4907 7.8683
H 4.3806 1.2757 10.3079
H 5.9530 0.6194 9.7885
C -1.6769 -3.5229 3.7825
C -1.3040 -3.9159 5.2009
O 0.1214 -4.1195 5.0902
C 0.5603 -3.4217 4.0200
O 1.7123 -3.2233 3.7524
O -0.4654 -2.9512 3.2959
H -2.4702 -2.7845 3.7197
H -1.9265 -4.3862 3.1636
H -1.4824 -3.1128 5.9156
H -1.7933 -4.8229 5.5406
C -1.1691 -3.0077 -4.1201
C -2.0773 -1.8030 -3.9703
O -3.0003 -1.9875 -5.0582
C -3.0210 -3.2955 -5.3870
O -3.8021 -3.7947 -6.1432
O -2.0388 -3.9653 -4.7460
H -0.8122 -3.3943 -3.1714
H -0.3294 -2.8144 -4.7936
H -2.6276 -1.8140 -3.0292
H -1.5664 -0.8491 -4.0782
C -6.1608 -3.8690 2.6566
C -6.5274 -2.5412 3.2984
O -6.0125 -2.6985 4.6266
C -5.0246 -3.6156 4.5966
O -4.2508 -3.8212 5.4841
O -4.9993 -4.2501 3.4020
H -5.9073 -3.7987 1.6026
H -6.9301 -4.6287 2.8033
H -6.0215 -1.6966 2.8294
H -7.5960 -2.3514 3.3449
C 0.4754 4.5114 -6.1646
C 1.2994 4.1173 -4.9495
O 0.9415 2.7395 -4.7847
C 0.5104 2.2542 -5.9578
O 0.3011 1.1010 -6.2102
O 0.3359 3.2616 -6.8561
H 0.9569 5.2357 -6.8162
H -0.5197 4.8647 -5.8896
H 2.3732 4.1764 -5.1320
H 1.0570 4.6713 -4.0472
C -1.2875 0.9007 -10.3956
C -0.2439 1.6151 -9.5565
O 0.5745 2.2273 -10.5657
C -0.1589 2.3725 -11.6897
O 0.1774 2.9963 -12.6510
O -1.3343 1.7082 -11.5775
H -2.2723 0.8661 -9.9386
H -0.9800 -0.1075 -10.6776
H -0.6726 2.3971 -8.9315
H 0.3577 0.9565 -8.9375
C 2.5593 -2.0555 0.0509
C 2.1620 -2.9938 1.1795
O 0.7578 -3.1350 0.9637
C 0.4764 -2.8427 -0.3181
O -0.6104 -2.9473 -0.8081
O 1.5695 -2.3517 -0.9480
H 3.5503 -2.2458 -0.3536
H 2.4625 -1.0046 0.3317
H 2.6303 -3.9763 1.0868
H 2.3317 -2.5972 2.1765

---

5.
Molecular formula: C27H43BClN4O5PSV
Method: DFT, ωB97M-V with the def2-TZVPD basis set

Summary:
- highest occupied orbital energy (alpha / beta) (eV) = -5.09 / -5.15
- gap between HOMO and LUMO (alpha / beta) (eV) = 7.57 / 7.66
- energy above the lowest of the compared OMol25 structures with the same formula, charge and spin (eV) = 0.079
- multiplicity = 3
- net charge = -1

Positions of all 84 atoms, in Å:
V 0.0477 -1.3913 1.4394
N -2.0333 -5.2166 0.3516
C -1.2418 -4.1617 0.7428
S -1.9164 -2.5849 0.5561
N -0.0800 -4.4538 1.2311
N 0.6544 -3.3693 1.6479
C 1.7914 -3.6779 2.1745
C 2.7570 -2.7767 2.7427
C 4.0101 -3.3024 3.0942
C 4.9790 -2.5281 3.6907
C 4.6946 -1.1909 3.9748
C 3.4707 -0.6466 3.6613
C 2.4735 -1.4141 3.0248
O 1.3242 -0.8697 2.7512
H -2.7572 -4.9932 -0.3077
H -1.5410 -6.0829 0.2009
H 2.0361 -4.7376 2.1991
H 4.2086 -4.3461 2.8771
H 5.9440 -2.9494 3.9393
H 5.4457 -0.5720 4.4516
H 3.2357 0.3856 3.8883
O -0.7455 0.0117 4.7961
Cl -1.5361 -0.5900 3.7825
O -2.9192 -0.5369 4.1085
O -1.1196 -1.9457 3.5199
O -1.3220 0.1090 2.5009
C -4.6206 2.5259 -0.3178
C -3.7448 2.7662 0.9071
C -2.2704 2.4475 0.6090
C -2.1399 1.3264 -0.4416
C -3.3078 0.3509 -0.2859
C -4.6200 1.0341 -0.6902
P -0.5151 0.4383 -0.4080
C -0.2088 -0.1038 -2.1649
C -0.7343 0.8313 -3.2816
C -1.9737 0.2592 -3.9625
C -1.6403 -1.0572 -4.6793
C -0.5495 -1.8394 -3.9304
C -0.6355 -1.5548 -2.4357
C 0.8017 1.7298 -0.2214
C 0.7392 2.9501 -1.1591
C 1.6439 4.0846 -0.6507
C 2.8741 3.5140 0.0467
C 2.4625 2.7706 1.3289
C 1.0451 2.1881 1.2210
H -4.2338 3.1219 -1.1512
H -5.6419 2.8712 -0.1431
H -4.0974 2.1370 1.7288
H -3.8323 3.7994 1.2508
H -1.7804 2.1556 1.5341
H -1.7647 3.3452 0.2450
H -2.2232 1.7877 -1.4318
H -3.3455 0.0286 0.7582
H -3.1616 -0.5585 -0.8718
H -5.4533 0.5251 -0.1995
H -4.7781 0.9245 -1.7675
H 0.8835 -0.0923 -2.2173
H 0.0540 0.9519 -4.0320
H -0.9403 1.8334 -2.9123
H -2.3835 0.9836 -4.6709
H -2.7504 0.0922 -3.2104
H -1.3128 -0.8485 -5.7016
H -2.5450 -1.6661 -4.7600
H 0.4434 -1.5521 -4.2890
H -0.6496 -2.9094 -4.1241
H -0.0018 -2.2305 -1.8610
H -1.6551 -1.7421 -2.0922
H 1.6872 1.1523 -0.5072
H -0.2835 3.3222 -1.2606
H 1.0666 2.6496 -2.1564
H 1.0934 4.7151 0.0547
H 1.9286 4.7291 -1.4859
H 3.5917 4.3040 0.2788
H 3.3813 2.8280 -0.6383
H 2.5078 3.4482 2.1860
H 3.1694 1.9613 1.5278
H 0.3049 2.9410 1.4989
H 0.9319 1.3679 1.9296
B 3.6216 -1.1745 -1.6989
C 2.5067 -1.3078 -0.5977
N 1.6175 -1.3380 0.1385
H 3.1941 -0.3332 -2.4694
H 3.7443 -2.2472 -2.2388
H 4.6398 -0.8061 -1.1656

---

> Number 1 is which compound?

C27H42BN9O8SSe3TeY

---

> What is the multiplicity in the fourth record?

1